{"formula": "C16H48O8", "method": "ωB97M-V/def2-TZVPD", "symbols": ["H", "H", "H", "H", "H", "H", "H", "C", "H", "H", "H", "C", "H", "O", "H", "C", "H", "O", "H", "C", "H", "H", "H", "H", "H", "H", "H", "H", "C", "H", "H", "H", "H", "H", "C", "H", "O", "H", "H", "H", "H", "C", "O", "C", "C", "H", "H", "H", "C", "O", "H", "H", "H", "H", "C", "O", "H", "O", "H", "H", "C", "C", "H", "C", "O", "C", "H", "H", "H", "H", "H", "C"], "positions_angstrom": [[1.48, -26.52, 5.26], [5.09, -21.36, 7.26], [6.50, -28.89, 4.25], [3.27, -24.75, 3.13], [3.59, -23.02, 4.24], [3.02, -21.98, 9.10], [7.11, -25.64, 2.78], [0.09, -28.79, 1.89], [2.57, -19.57, 10.35], [5.13, -30.49, 3.87], [6.15, -25.23, 1.37], [5.22, -20.75, 5.22], [1.17, -20.38, 10.29], [1.91, -27.44, 1.24], [1.62, -25.66, 10.01], [5.08, -21.83, 6.28], [0.07, -21.76, 3.94], [5.66, -28.71, 4.69], [1.79, -26.18, 7.81], [2.21, -25.89, 5.79], [1.03, -24.75, 7.10], [-0.49, -28.33, 0.82], [2.70, -26.83, 1.31], [5.89, -25.92, 11.31], [1.83, -21.82, 2.39], [3.15, -25.48, 12.17], [3.77, -23.18, 6.62], [4.97, -25.91, 9.70], [3.47, -25.79, 11.18], [6.04, -24.02, 2.77], [4.22, -29.27, 3.29], [2.37, -25.14, 5.05], [2.66, -30.18, 4.72], [5.73, -22.50, 6.09], [0.78, -22.55, 4.19], [1.98, -20.97, 3.77], [3.77, -22.37, 6.20], [5.31, -27.01, 2.93], [3.49, -26.94, 11.44], [3.70, -30.05, 6.32], [2.06, -22.08, 7.37], [2.00, -25.31, 7.23], [3.72, -25.56, 2.62], [4.89, -25.56, 10.62], [1.12, -27.75, 2.45], [5.15, -21.24, 4.23], [1.01, -22.49, 5.21], [4.17, -20.10, 5.24], [5.01, -25.84, 3.09], [1.64, -21.35, 7.67], [0.46, -23.54, 3.82], [6.26, -20.35, 5.41], [3.12, -26.56, 5.58], [3.10, -28.70, 5.28], [6.10, -25.08, 2.38], [3.03, -23.04, 3.51], [5.04, -24.41, 10.59], [3.07, -24.56, 7.73], [3.43, -20.25, 8.05], [0.73, -26.84, 2.80], [4.65, -29.48, 4.17], [2.53, -20.88, 8.62], [3.16, -24.30, 8.70], [1.87, -20.04, 9.70], [2.51, -25.27, 10.17], [3.57, -29.70, 5.17], [1.71, -28.08, 3.29], [5.15, -25.88, 4.10], [-0.78, -28.93, 2.27], [0.45, -29.72, 1.31], [1.27, -19.41, 9.32], [1.96, -22.11, 3.36]], "lowdin_charge": [0.08, 0.10, 0.09, 0.11, 0.02, 0.17, 0.13, -0.07, 0.08, 0.14, 0.03, -0.07, 0.03, -0.14, 0.11, -0.29, 0.08, -0.06, 0.08, -0.06, 0.13, 0.15, 0.08, 0.15, 0.07, 0.10, 0.00, 0.00, -0.26, 0.08, 0.06, 0.02, 0.08, 0.05, -0.08, 0.15, -0.09, 0.14, 0.13, 0.13, -0.02, -0.28, -0.13, -0.10, -0.26, 0.06, 0.04, 0.14, -0.37, -0.06, 0.09, 0.09, 0.08, 0.03, -0.08, -0.08, 0.09, -0.12, 0.15, 0.08, -0.38, -0.30, 0.09, -0.06, -0.13, -0.10, 0.07, 0.06, -0.05, 0.09, 0.01, -0.28], "e_above_lowest_kcal_mol": 266.12, "mol_weight_g_mol": 368.55, "homo_ev": -9.547, "total_energy_ev": -33738.9613, "orbital_gap_ev": 9.971, "charge": 0}

{"formula": "C17H12BrN2O8RbS2", "method": "ωB97M-V/def2-TZVPD", "symbols": ["C", "C", "O", "H", "O", "H", "C", "H", "H", "O", "H", "Br", "N", "C", "N", "H", "C", "Rb", "O", "O", "C", "O", "O", "H", "H", "C", "H", "C", "C", "H", "S", "C", "C", "C", "C", "S", "H", "C", "O", "C", "C", "H", "C"], "positions_angstrom": [[2.48, 0.06, 4.07], [-3.55, -0.69, 0.18], [-2.58, -1.78, -2.00], [1.42, 1.85, -4.45], [-3.22, -3.24, -0.15], [-6.13, 1.73, 1.80], [5.82, 0.09, 2.23], [-0.83, -1.67, -3.46], [2.98, 1.25, -2.63], [-1.45, 2.29, 0.51], [6.88, 0.15, 2.45], [-1.04, 0.54, -5.49], [2.03, -0.51, -2.12], [-5.42, 1.05, 1.35], [3.11, -0.04, 1.66], [6.07, -0.03, 0.08], [2.15, 0.59, -2.86], [-0.03, 0.05, 1.01], [-1.22, -1.89, 0.02], [-1.12, 0.78, -1.34], [0.22, 0.09, -4.14], [1.29, 0.12, 3.71], [-2.73, 2.62, -1.55], [-4.72, -2.24, 1.04], [-6.37, -0.73, 2.09], [0.98, -1.29, -2.39], [-4.22, 2.61, 0.53], [3.53, 0.04, 2.93], [-4.35, 1.54, 0.63], [0.85, -2.16, -1.74], [-2.55, -2.03, -0.57], [-5.55, -0.32, 1.51], [0.04, -1.04, -3.37], [1.29, 0.94, -3.89], [4.02, -0.07, 0.69], [-2.05, 1.69, -0.69], [3.63, -0.17, -0.32], [-4.63, -1.17, 0.93], [2.97, 0.00, 5.22], [4.89, 0.11, 3.25], [5.38, -0.01, 0.91], [5.15, 0.17, 4.29], [-3.39, 0.71, 0.05]], "lowdin_charge": [-0.69, -0.19, -0.34, 0.09, -0.36, 0.09, -0.10, 0.09, 0.10, -0.46, 0.09, 0.72, 0.06, -0.10, 0.09, 0.09, -0.16, 1.07, -0.57, -0.44, -0.67, -0.11, -0.33, 0.09, 0.09, -0.13, 0.11, -0.18, -0.08, 0.11, 0.43, -0.10, -0.11, -0.12, -0.15, 0.37, 0.07, -0.08, -0.07, -0.03, -0.10, 0.10, -0.21], "e_above_lowest_kcal_mol": 2.07, "mol_weight_g_mol": 601.80, "homo_ev": -3.370, "total_energy_ev": -129556.5632, "orbital_gap_ev": 7.441, "charge": -2}

{"formula": "C25H32Cl33N7", "method": "ωB97M-V/def2-TZVPD", "symbols": ["Cl", "Cl", "Cl", "C", "Cl", "H", "Cl", "C", "C", "Cl", "H", "H", "N", "C", "C", "Cl", "H", "Cl", "Cl", "H", "Cl", "N", "H", "Cl", "H", "C", "Cl", "N", "H", "H", "H", "C", "C", "H", "H", "Cl", "C", "Cl", "Cl", "Cl", "H", "Cl", "C", "H", "Cl", "Cl", "H", "C", "C", "Cl", "H", "H", "H", "C", "H", "N", "Cl", "H", "Cl", "C", "C", "C", "H", "Cl", "C", "C", "Cl", "N", "Cl", "H", "C", "C", "H", "Cl", "H", "H", "H", "H", "H", "Cl", "Cl", "C", "H", "C", "Cl", "C", "Cl", "H", "N", "H", "N", "Cl", "H", "Cl", "Cl", "C", "C"], "positions_angstrom": [[12.10, 13.13, 13.01], [17.07, 17.56, 18.42], [7.49, 13.53, 13.28], [12.68, 7.72, 13.02], [21.00, 10.39, 15.46], [21.05, 11.39, 17.57], [18.53, 14.79, 13.94], [20.57, 12.52, 10.91], [16.49, 9.84, 20.48], [15.64, 13.91, 20.84], [12.60, 19.76, 19.78], [19.08, 19.52, 8.67], [6.85, 16.95, 12.95], [13.58, 7.81, 17.42], [11.34, 15.90, 8.65], [12.55, 17.10, 8.72], [11.20, 19.17, 18.95], [13.59, 14.80, 14.64], [11.03, 7.32, 12.74], [12.60, 7.82, 17.00], [14.26, 14.76, 11.82], [15.33, 11.23, 14.07], [18.20, 10.16, 13.17], [10.74, 15.62, 10.26], [15.80, 10.63, 20.25], [10.07, 8.74, 15.85], [14.55, 12.61, 18.42], [10.33, 7.63, 16.07], [9.02, 10.42, 15.16], [13.74, 14.47, 19.47], [14.96, 9.53, 9.94], [18.11, 16.41, 13.28], [14.94, 10.66, 9.95], [14.41, 13.02, 13.36], [18.28, 10.39, 14.99], [21.08, 13.33, 16.18], [11.78, 11.76, 9.83], [17.47, 18.46, 10.15], [20.35, 18.10, 9.94], [18.85, 11.89, 16.93], [19.61, 12.38, 11.34], [7.92, 13.61, 16.15], [9.92, 10.11, 15.68], [8.07, 19.36, 11.13], [13.09, 9.35, 13.62], [16.84, 8.99, 19.02], [9.21, 18.88, 12.37], [7.94, 14.48, 14.63], [8.49, 18.49, 11.65], [19.58, 16.07, 18.25], [10.79, 10.49, 15.15], [11.94, 10.32, 11.46], [18.38, 17.04, 16.54], [20.55, 11.69, 16.65], [11.77, 14.97, 8.33], [12.18, 12.54, 9.07], [15.75, 8.65, 21.50], [18.15, 16.30, 12.21], [18.67, 17.31, 7.76], [12.64, 17.68, 19.49], [13.70, 13.83, 13.22], [7.52, 17.67, 12.37], [13.64, 8.67, 18.13], [9.62, 15.08, 14.36], [14.55, 7.83, 16.31], [18.60, 17.34, 17.59], [17.79, 10.68, 21.31], [17.07, 11.55, 11.19], [13.57, 7.33, 11.55], [13.75, 6.84, 17.91], [16.15, 11.15, 10.61], [11.23, 10.69, 10.67], [9.99, 10.71, 16.61], [19.36, 17.50, 13.75], [11.44, 19.04, 20.67], [14.98, 11.01, 8.92], [13.02, 7.07, 13.82], [17.57, 8.86, 14.23], [7.21, 15.32, 14.58], [21.06, 14.19, 11.01], [21.57, 11.52, 12.07], [11.95, 18.92, 19.70], [14.00, 10.88, 10.46], [17.67, 9.96, 14.11], [20.55, 11.97, 9.25], [18.87, 18.47, 9.05], [13.07, 12.76, 20.93], [10.97, 9.82, 10.07], [13.09, 16.61, 19.41], [10.40, 11.17, 11.11], [15.18, 7.72, 15.34], [10.02, 16.11, 7.52], [9.10, 17.87, 10.95], [16.53, 16.95, 13.65], [19.41, 18.93, 17.57], [16.38, 10.69, 14.13], [14.17, 13.53, 19.90]], "lowdin_charge": [0.52, 0.50, 0.55, -1.55, 0.51, 0.02, 0.49, -1.54, -1.62, 0.50, 0.07, 0.05, 0.15, -0.06, -1.64, 0.58, 0.09, 0.54, 0.58, 0.02, 0.51, 0.11, 0.06, 0.52, -0.05, -0.31, 0.51, 0.14, 0.08, -0.04, 0.08, -1.61, -0.06, -0.05, 0.00, 0.50, -0.29, 0.52, 0.50, 0.55, -0.05, 0.53, -0.08, 0.09, 0.57, 0.56, 0.08, -1.59, -0.07, 0.55, 0.06, 0.02, -0.02, -1.48, -0.04, 0.16, 0.53, -0.02, 0.54, -0.23, -1.57, -0.26, 0.09, 0.45, -0.28, -1.59, 0.54, 0.16, 0.54, 0.10, -0.23, -0.08, 0.10, 0.56, 0.10, 0.09, -0.01, 0.08, -0.01, 0.53, 0.46, -0.08, 0.04, -0.09, 0.55, -1.56, 0.57, 0.08, 0.17, 0.06, 0.14, 0.54, 0.06, 0.57, 0.50, -0.25, -1.61], "mol_weight_g_mol": 1600.53, "homo_ev": -10.691, "total_energy_ev": -450111.3843, "orbital_gap_ev": 10.845, "charge": 0}

{"formula": "C6H29NO10", "method": "ωB97M-V/def2-TZVPD", "symbols": ["O", "H", "H", "C", "H", "H", "H", "H", "H", "H", "C", "H", "C", "H", "C", "H", "H", "H", "H", "H", "H", "N", "O", "H", "O", "O", "C", "O", "O", "C", "H", "H", "H", "H", "H", "H", "O", "O", "H", "H", "H", "O", "O", "H", "H", "H"], "positions_angstrom": [[0.20, 1.44, 2.42], [0.73, 3.28, -0.40], [-0.12, 2.88, -1.66], [-2.99, 1.39, 0.79], [0.83, -2.38, 0.64], [1.28, 0.53, 0.83], [0.53, -4.89, 0.68], [-3.44, 2.38, 0.74], [2.55, 0.96, -2.92], [1.35, -0.44, -1.50], [-0.94, 1.01, 2.17], [-3.18, 0.99, -0.22], [0.56, -1.60, 2.54], [-2.59, -0.22, 2.97], [-1.50, -0.15, 2.96], [2.57, 0.82, -0.02], [-0.75, -2.68, -1.81], [1.03, -1.41, 3.51], [2.19, 3.89, 1.47], [-2.68, -0.86, -1.88], [-3.49, 0.65, 1.41], [-1.59, 1.49, 1.09], [0.02, -3.11, -2.23], [2.11, 1.96, -1.83], [0.04, -4.91, -0.16], [2.84, 1.70, -2.39], [1.30, -2.15, 1.59], [-0.32, 1.50, -3.22], [1.26, -0.65, -2.45], [-0.93, -1.53, 2.57], [0.10, 0.81, -2.67], [-1.24, 0.11, 3.99], [2.35, -2.36, 1.72], [-1.00, 2.16, 0.59], [-1.53, -0.82, -2.82], [1.07, 2.76, 1.66], [1.63, 3.24, 1.03], [-0.17, 3.37, -0.82], [-1.38, -1.72, 1.59], [0.51, -4.22, -0.64], [-0.34, -3.98, -2.46], [1.67, 0.47, -0.04], [-2.05, -1.45, -2.29], [-1.32, -2.26, 3.27], [1.07, -1.55, -2.72], [-0.02, 1.28, -4.10]], "lowdin_charge": [0.00, 0.00, 0.00, -0.06, 0.05, 0.02, 0.03, 0.09, 0.01, 0.01, -0.45, 0.07, -0.19, 0.10, -0.11, 0.07, 0.03, 0.11, 0.07, 0.05, 0.08, 0.06, -0.08, -0.01, -0.08, -0.05, 0.01, -0.07, -0.08, -0.18, -0.01, 0.13, 0.07, 0.11, 0.04, 0.01, -0.06, -0.09, 0.12, -0.01, 0.07, -0.04, -0.04, 0.12, 0.03, 0.05], "e_above_lowest_kcal_mol": 23.97, "mol_weight_g_mol": 275.30, "homo_ev": -9.857, "total_energy_ev": -28658.6051, "orbital_gap_ev": 10.163, "charge": 0}

{"formula": "C5H9F2N4O", "method": "ωB97M-V/def2-TZVPD", "symbols": ["N", "H", "C", "C", "F", "H", "N", "H", "N", "H", "C", "O", "H", "H", "H", "C", "N", "C", "H", "H", "F"], "positions_angstrom": [[0.22, 1.65, 1.69], [-0.44, 1.18, 2.26], [2.17, 0.90, -1.34], [-1.00, -2.61, 0.94], [-2.64, 0.76, 0.02], [-0.89, -2.21, 1.93], [0.15, -0.15, 0.45], [1.80, -0.38, -2.77], [1.41, 0.14, -2.02], [-2.53, -0.05, -1.85], [0.69, 1.03, 0.58], [-1.42, -1.75, -0.07], [-1.72, -3.48, 1.12], [2.41, 2.14, 0.34], [-0.12, -3.16, 0.67], [-1.80, 0.34, -0.94], [1.79, 1.49, -0.11], [-0.88, -0.57, -0.15], [3.24, 0.91, -1.50], [0.67, 2.45, 2.19], [-1.11, 1.35, -1.46]], "lowdin_charge": [0.22, 0.12, -0.21, -0.05, 0.10, 0.09, 0.23, 0.07, 0.15, 0.23, -0.33, 0.04, 0.13, 0.16, 0.10, -0.31, 0.15, -0.28, 0.13, 0.16, 0.09], "e_above_lowest_kcal_mol": 43.05, "mol_weight_g_mol": 179.15, "homo_ev": -14.056, "total_energy_ev": -18766.0776, "orbital_gap_ev": 10.516, "charge": 1}